Record 1
{"formula": "C17H21BN6W", "method": "wB97M-V/def2-TZVPD", "de_lowest_kcal_mol": 45.6, "lumo_energy_ha": [-0.309, -0.416], "orbital_gap_ev": [6.04, 3.08], "total_charge": 2, "s_squared": 2.0179, "multiplicity": 3, "homo_ev": [-14.45, -14.39], "largest_force_ev_per_a": 3.35, "species": ["H", "N", "B", "N", "C", "W", "H", "C", "H", "C", "H", "C", "H", "H", "H", "N", "N", "N", "N", "C", "C", "H", "H", "C", "C", "C", "C", "H", "H", "H", "H", "H", "C", "C", "C", "C", "C", "C", "C", "H", "H", "H", "H", "H", "H", "H"], "xyz": [[-0.196165, 2.250227, 1.217532], [0.167481, 1.116650, -0.546689], [0.813960, 0.341517, -2.898422], [0.690165, 1.425677, -1.797642], [0.962949, 2.738082, -1.840003], [-0.571257, -0.841035, -0.089768], [1.366459, 3.156649, -2.750981], [0.644328, 3.297102, -0.604403], [0.750079, 4.332513, -0.323022], [0.161104, 2.263020, 0.192546], [1.251532, 0.814636, -3.908077], [-1.181913, -2.562960, 0.632459], [-1.501941, -2.389756, 1.685624], [-0.361828, -3.320574, 0.519018], [-2.083733, -2.725905, -0.029188], [-0.619174, -0.253387, -3.034774], [1.689246, -0.753275, -2.268218], [-1.321155, -0.791103, -1.952300], [1.311131, -1.389195, -1.070327], [-1.392095, -0.303891, -4.128526], [2.885052, -1.208814, -2.687048], [-1.024556, 0.080284, -5.051640], [3.296984, -0.805974, -3.606140], [-2.605848, -0.909381, -3.782581], [3.334656, -2.167777, -1.784042], [-2.545313, -1.209245, -2.414714], [2.341631, -2.235636, -0.791266], [-3.425061, -1.109832, -4.409184], [4.259009, -2.732266, -1.877162], [-3.228178, -1.664905, -1.715298], [2.350356, -2.837936, 0.101013], [-1.608398, 0.516395, -0.172841], [0.415771, -0.672794, 1.808411], [-0.119430, 0.192860, 2.912912], [0.734821, 0.495812, 3.999522], [0.314367, 1.346240, 5.027877], [-0.992804, 1.860866, 5.018276], [-1.864239, 1.526100, 3.975352], [-1.438708, 0.669235, 2.952982], [1.424945, -0.321706, 1.505946], [0.523028, -1.705980, 2.182767], [1.747039, 0.078861, 4.023412], [0.992123, 1.602352, 5.852830], [-1.333452, 2.524134, 5.814979], [-2.886748, 1.911085, 3.952746], [-2.126215, 0.373016, 2.158038]], "forces_ev_per_angstrom": [[0.031, 0.036, -0.201], [1.475, 1.630, -0.304], [-0.301, -0.567, 0.717], [-0.440, 1.208, 0.484], [-0.082, -1.789, -0.642], [0.907, -2.004, -0.358], [0.020, 0.159, 0.119], [-0.519, 0.210, 1.909], [0.042, -0.032, 0.008], [0.358, 0.956, -1.010], [-0.156, -0.231, 0.175], [-0.799, -1.181, 1.014], [-0.024, -0.744, -0.519], [-0.972, 0.228, 0.299], [0.633, -0.327, 0.436], [-1.045, -0.414, -0.205], [-0.004, -0.573, 0.480], [0.340, 0.668, -3.263], [0.815, 0.810, -1.529], [-0.276, -0.594, 1.567], [-0.866, -0.101, 0.685], [0.032, 0.135, -0.496], [0.063, -0.203, 0.225], [0.352, -0.196, 1.292], [-0.388, 0.153, 0.142], [1.355, 1.148, -1.165], [0.110, 0.400, -0.539], [-0.735, -0.188, -0.705], [-0.375, 0.126, 0.277], [-0.235, 0.021, -0.279], [-0.141, -0.056, 0.066], [-0.381, 0.180, 0.594], [1.316, 0.796, 0.374], [0.114, 0.315, 0.942], [-0.192, 0.173, -0.174], [-0.304, -0.162, -0.023], [-0.081, -0.075, -0.384], [0.062, -0.058, 0.206], [0.548, 0.231, 0.032], [-0.247, -0.207, 0.468], [0.221, 0.318, -0.204], [-0.364, 0.194, -0.060], [-0.285, -0.144, -0.466], [0.135, -0.226, -0.240], [0.365, -0.113, 0.112], [-0.080, 0.090, 0.145]], "mulliken_charge": [0.461, -0.089, -0.151, -0.042, 0.092, 1.640, 0.511, -1.053, 0.462, -0.021, -0.005, -1.140, 0.440, 0.405, 0.443, 0.044, 0.182, -0.113, -0.320, -0.003, -0.037, 0.512, 0.470, -1.155, -1.113, -0.029, -0.075, 0.465, 0.420, 0.428, 0.492, 0.157, -2.008, 0.643, -0.441, -0.581, -0.481, -0.708, 0.034, 0.584, 0.770, 0.422, 0.400, 0.406, 0.404, 0.278]}

Record 2
{"formula": "C17H21BiN8O5S3", "method": "wB97M-V/def2-TZVPD", "de_lowest_kcal_mol": 19.7, "lumo_energy_ha": 0.164, "orbital_gap_ev": 7.86, "total_charge": -2, "homo_ev": -3.41, "largest_force_ev_per_a": 2.88, "species": ["Bi", "O", "C", "C", "N", "C", "C", "O", "O", "C", "C", "O", "O", "H", "H", "H", "H", "H", "H", "H", "H", "H", "S", "C", "S", "C", "C", "N", "C", "N", "N", "C", "N", "C", "N", "C", "C", "N", "C", "S", "N", "C", "C", "H", "H", "H", "H", "H", "H", "H", "H", "H", "H", "H", "H"], "xyz": [[-0.618640, 0.860234, 0.938944], [-4.312941, -1.709260, -1.371540], [-4.203857, -0.710964, -0.327917], [-3.662714, 0.541435, -0.897625], [-2.209062, 0.674719, -1.099376], [-1.628455, -0.414995, -1.929515], [-0.144583, -0.511675, -2.003396], [0.330417, -1.267952, -2.833090], [0.447175, 0.182624, -1.059700], [-1.950570, 2.011745, -1.686360], [-2.108253, 3.143931, -0.637353], [-2.555205, 4.249448, -1.033866], [-1.851621, 2.766456, 0.573811], [-4.399964, -2.535038, -0.843433], [-5.134539, -0.468694, 0.186716], [-3.546936, -1.067500, 0.487116], [-4.097288, 0.712870, -1.892873], [-3.949403, 1.348847, -0.290429], [-2.007906, -1.259196, -1.385285], [-2.032342, -0.382800, -3.004718], [-0.915686, 2.023646, -1.965710], [-2.599048, 2.150626, -2.577682], [-2.514191, 0.284873, 2.634386], [-2.265538, -1.388441, 2.266125], [-1.064712, -1.832267, 1.118197], [-3.055909, -2.328989, 2.842028], [-4.141069, -2.077328, 3.754082], [-4.995985, -2.056175, 4.558020], [-2.908021, -3.718878, 2.446416], [-2.896720, -4.786957, 2.056297], [0.754575, 1.081338, 3.676630], [1.899714, 0.988632, 3.846216], [3.174423, 0.879455, 3.693550], [4.096013, 0.971816, 4.613334], [5.104051, 0.927071, 5.241227], [3.101516, 1.209267, -3.759436], [2.830018, 1.788957, -2.340005], [3.224855, 0.800681, -1.408893], [3.132461, 1.148703, -0.104808], [2.865175, 2.725280, 0.357289], [3.268743, 0.168258, 0.806374], [3.734701, -1.189621, 0.643781], [2.587473, -2.283725, 0.713082], [2.665502, 1.999800, -4.438148], [2.702929, 0.177132, -3.827829], [4.179756, 1.230999, -3.985622], [1.773153, 2.087710, -2.147339], [3.482505, 2.634809, -2.143550], [3.218177, -0.171531, -1.575697], [3.420050, 0.608713, 1.730685], [4.434641, -1.251766, 1.520153], [4.325410, -1.393002, -0.235028], [3.018352, -3.263760, 0.935202], [2.096203, -2.378630, -0.295906], [1.903170, -1.930932, 1.462465]], "forces_ev_per_angstrom": [[0.414, -0.008, 0.017], [-0.513, -0.537, 1.646], [0.818, -0.767, 0.504], [0.668, 0.062, -1.540], [1.260, 0.318, -0.011], [-2.314, 0.813, -1.132], [0.327, 0.762, 1.777], [0.696, 0.238, -0.049], [0.112, -0.875, -1.254], [-0.533, -0.269, 0.301], [-1.727, 1.040, -0.731], [1.178, -2.011, 1.056], [0.074, 0.743, -0.688], [0.111, 0.507, -0.928], [-0.460, -0.211, -0.392], [-0.290, 0.069, -0.687], [-0.354, -0.095, 0.051], [-0.374, 1.168, 0.929], [0.102, -1.007, -0.507], [0.269, -0.168, 1.486], [0.635, 0.026, -0.476], [0.366, 0.232, 0.510], [-0.354, -0.047, 0.005], [0.313, 0.852, 0.121], [0.310, 0.288, -0.036], [-0.858, -1.624, 0.389], [-1.012, -0.311, 1.539], [1.576, 0.194, -1.737], [-0.476, 2.573, 0.673], [0.154, -1.965, -0.508], [-0.784, -0.052, 0.130], [-0.260, 0.237, -0.672], [0.802, -0.062, 0.206], [2.608, -0.591, 1.069], [-2.302, 0.376, -0.981], [-0.452, 1.666, 0.205], [0.158, -0.681, -1.730], [0.434, 0.765, 2.223], [0.232, -0.984, -0.636], [-0.258, 0.602, 0.575], [0.048, 1.119, 0.470], [-0.207, -0.930, 1.563], [1.146, 0.998, -1.386], [0.068, -1.423, 0.131], [-0.082, 0.789, -0.429], [-0.260, -0.272, 0.282], [0.649, -0.188, -0.445], [-0.256, 0.358, -0.282], [-0.421, -0.847, -0.734], [-0.293, -0.759, -0.207], [-0.579, -0.688, -0.742], [0.326, 0.450, -0.526], [-0.096, 0.140, 0.256], [0.196, 0.308, 1.051], [-0.534, -0.323, 0.280]], "mulliken_charge": [1.492, -0.600, -0.065, -1.087, 0.857, -0.420, -0.071, -0.731, -0.230, -0.430, 0.555, -0.754, -0.703, 0.392, 0.420, -0.290, 0.364, 0.465, 0.335, 0.240, 0.102, 0.323, -0.431, 0.578, -0.557, 0.503, -0.087, -0.618, -0.073, -0.574, -0.734, 0.491, -0.554, 0.337, -0.693, -1.274, -0.399, -0.146, 0.200, -0.373, 0.296, -0.854, -0.618, 0.347, 0.309, 0.368, 0.037, 0.612, 0.250, 0.081, 0.391, 0.400, 0.457, 0.123, 0.045]}